# 1
Density functional theory data (ωB97M-V/def2-TZVPD) for a 13-piece molecular cluster, C29H37Cl36F9IN3O5PS overall at a distorted geometry.

Each line ends with the Löwdin charge.
Atoms and positions in Å:
C1 -0.015 0.027 -3.766  -0.113
H1 0.050 6.931 -4.628  0.017
O1 4.782 -0.630 -0.575  0.124
Cl1 -7.698 1.431 7.412  0.513
H2 -3.076 3.955 2.035  0.002
Cl2 -1.414 3.343 3.571  0.494
Cl3 2.204 6.017 -4.511  0.527
F1 1.562 -7.306 0.943  -0.114
Cl4 9.361 -5.488 2.990  0.539
Cl5 -0.832 -8.973 5.051  0.540
C2 2.240 -0.805 -2.966  -0.049
Cl6 -4.257 15.933 -4.037  0.527
F2 2.114 -5.149 0.887  -0.195
C3 1.100 3.283 6.401  -1.567
Cl7 -0.711 13.101 -1.808  0.519
H3 0.050 -0.639 -4.609  0.144
C4 -1.405 0.123 -3.069  -0.626
N1 0.382 0.014 -1.485  0.079
H4 3.283 0.830 -1.913  0.019
H5 4.226 -2.154 3.950  0.028
C5 -0.712 -9.238 3.311  -1.562
Cl8 -7.384 -1.461 7.609  0.496
C6 -0.782 -4.273 1.656  -0.462
O2 -1.791 -0.650 -0.872  0.008
Cl9 1.380 5.008 6.183  0.537
O3 -2.517 2.760 -1.001  -0.431
C7 -0.197 -5.702 1.563  -0.448
H6 0.031 3.108 6.385  -0.032
H7 -3.195 -3.199 -2.213  0.119
Cl10 -2.793 15.790 -6.541  0.529
F3 2.094 -6.312 -0.959  -0.107
H8 -3.441 -3.538 -3.934  0.123
Cl11 2.159 2.894 1.246  0.573
Cl12 -0.370 10.477 -0.619  0.509
C8 -2.757 15.427 -4.815  -1.549
F4 -1.215 -6.547 1.431  0.099
C9 0.888 -0.260 -2.627  -0.163
F5 -1.674 -4.058 0.681  0.133
C10 0.184 -3.119 1.855  -0.061
C11 -1.075 0.374 -1.587  -0.396
Cl13 5.960 -1.427 2.564  0.551
Cl14 1.728 2.732 7.950  0.546
H9 -0.209 2.795 -1.695  -0.030
H10 -1.247 -2.676 -4.423  0.120
O4 4.656 -2.187 -2.180  0.089
N2 -2.166 -4.829 -2.902  0.021
O5 -0.600 -2.548 -2.471  -0.043
Cl15 -1.484 10.722 -3.289  0.498
H11 -9.132 -0.245 6.638  0.012
H12 2.274 -0.883 -4.042  0.132
C12 0.522 -0.763 0.911  -0.180
F6 -1.534 -4.331 2.789  0.124
C13 8.758 -4.378 1.763  -1.545
I1 -2.359 1.815 -4.130  1.067
C14 -8.533 -0.119 7.529  -1.542
F7 0.501 -4.814 -0.686  -0.134
C15 3.508 -0.034 -2.513  -0.072
H13 1.393 0.949 0.084  0.025
Cl16 -0.193 -6.953 -6.677  0.581
H14 -1.943 15.985 -4.371  0.012
Cl17 -0.178 5.204 -3.061  0.493
C16 -2.326 -1.051 -3.409  -0.190
Cl18 -2.069 -0.190 5.346  0.494
C17 4.369 -0.943 -1.654  -0.492
Cl19 -2.283 -9.034 2.536  0.556
Cl20 6.996 -4.266 1.830  0.477
Cl21 -2.458 13.709 -4.540  0.485
H15 4.133 0.270 -3.345  0.141
P1 -1.194 2.145 -0.928  0.734
Cl22 3.218 -0.479 2.650  0.605
H16 -3.211 -1.081 -2.791  0.121
H17 -0.264 -2.485 2.612  0.137
Cl23 -0.045 -10.833 2.965  0.540
Cl24 -4.584 -0.295 6.795  0.512
H18 1.360 -2.542 0.159  0.093
C18 4.296 -1.864 2.910  -1.457
H19 9.165 -3.397 1.966  0.012
Cl25 -2.261 6.011 2.796  0.543
H20 4.041 3.794 0.182  0.028
C19 -1.362 11.469 -1.693  -1.536
H21 0.191 -2.828 -2.932  0.049
Cl26 3.778 -3.229 1.917  0.605
H22 -2.700 -0.872 -4.406  0.081
C20 -3.416 0.755 6.005  -1.546
N3 -3.419 0.190 0.763  0.232
H23 -0.450 -0.336 1.138  0.105
H24 -0.677 2.047 0.379  0.027
H25 2.161 -0.515 -0.435  0.111
C21 -1.639 -2.417 -3.446  -0.348
C22 -2.668 -0.263 -0.012  -0.337
C23 0.412 -2.262 0.616  -0.177
Cl27 0.434 -4.957 -4.670  0.608
H26 -0.364 -2.366 -0.131  0.083
Cl28 2.666 3.100 -1.597  0.582
Cl29 -2.823 1.983 7.128  0.525
H27 1.178 -0.562 1.761  0.021
F8 0.393 -6.014 2.713  0.143
H28 -1.245 -4.974 -3.305  -0.062
C24 1.192 -0.071 -0.256  -0.135
Cl30 2.462 5.505 0.005  0.582
H29 0.206 1.058 -4.025  0.091
H30 -3.910 1.258 5.184  -0.010
Cl31 -9.610 -0.140 8.923  0.536
Cl32 0.922 7.863 -2.672  0.521
H31 -2.055 -4.958 -1.908  0.052
H32 1.127 -3.422 2.284  0.080
Cl33 -4.129 4.216 4.108  0.549
Cl34 0.967 -4.417 -7.474  0.542
C25 -2.705 -3.488 -3.137  -0.202
F9 0.029 -6.980 -0.591  -0.112
C26 2.977 3.832 -0.010  -1.470
S1 1.033 -6.037 0.164  0.751
H33 3.971 -2.811 -1.932  0.104
H34 -2.356 11.529 -1.271  0.017
C27 0.910 -5.667 -6.233  -1.511
C28 -2.765 4.334 2.995  -1.532
Cl35 1.823 2.362 5.072  0.472
H35 2.255 -1.833 -2.625  0.125
H36 1.901 -6.084 -6.121  0.018
C29 0.670 6.559 -3.823  -1.527
H37 -0.037 -8.499 2.906  -0.027
Cl36 9.290 -4.869 0.155  0.530

The calculation puts the gap between HOMO and LUMO at 7.85 eV. Its net charge is +1. The HOMO energy is -11.7 eV.



# 2
Density functional theory data (ωB97M-V/def2-TZVPD) for a 3-piece molecular cluster, C29H37F17NO6 overall at a distorted geometry.

Each line ends with the Löwdin charge.
Atoms and positions in Å:
C1 -5.406 -1.763 0.248  -0.175
F1 -3.336 3.347 -4.386  0.082
F2 6.928 -4.677 1.726  0.095
H1 -3.774 -3.268 -0.126  0.120
C2 5.504 -2.823 2.131  -0.524
F3 -1.468 2.222 -1.610  0.071
C3 -2.080 -1.493 -0.418  -0.323
H2 2.309 -5.194 2.171  0.050
H3 0.057 -3.364 3.051  0.114
F4 4.411 -3.596 2.322  0.134
C4 0.734 2.338 0.754  -0.162
C5 0.818 -1.979 -1.157  -0.065
C6 -5.880 -2.409 1.442  -0.053
F5 -0.407 6.579 -4.989  0.135
C7 -2.819 2.483 -3.483  -0.281
H4 6.835 0.465 -0.077  0.179
H5 -0.098 4.429 1.056  0.064
F6 -1.476 4.727 -5.290  0.140
C8 6.785 0.206 2.082  -0.436
N1 0.751 -0.212 0.568  0.058
C9 -5.885 -0.468 -0.217  -0.016
O1 5.309 -1.682 2.908  0.040
C10 -0.670 3.879 -3.034  -0.022
F7 7.864 -2.853 2.452  0.095
H6 -4.776 -2.794 -1.574  0.128
C11 1.100 0.419 -1.894  -0.651
C12 0.340 -0.473 -0.812  -0.321
H7 -0.269 3.365 -3.907  0.148
H8 -2.781 -2.186 1.617  0.077
F8 6.652 1.549 2.281  0.106
H9 -1.601 0.609 -0.830  0.112
C13 -1.193 -0.414 -1.113  -0.070
H10 -7.250 -2.202 3.164  0.091
F9 -2.619 4.059 -1.709  0.120
H11 -2.431 7.419 -3.594  0.173
F10 7.594 -0.239 3.074  0.121
C14 -4.276 -2.416 -0.642  -0.179
H12 -1.262 -1.256 1.676  0.067
H13 0.870 -5.493 3.231  0.061
F11 5.502 -2.493 0.828  0.143
C15 0.849 -3.480 2.266  -0.254
H14 1.742 -3.753 -0.330  0.126
C16 1.331 -2.776 0.075  -0.214
C17 7.438 0.011 0.715  -0.293
H15 0.105 3.774 -2.273  0.146
C18 1.208 -5.044 2.264  -0.075
O2 2.241 0.939 -1.553  -0.114
H16 4.849 0.259 2.936  0.151
H17 0.651 -5.561 1.442  0.078
H18 2.212 -2.294 0.582  0.111
H19 -5.442 -3.389 1.726  0.105
H20 0.467 2.542 -0.314  0.083
F12 -3.875 1.905 -2.852  0.084
F13 7.633 -1.290 0.420  0.090
H21 -7.221 1.207 0.224  0.096
C19 -7.346 -0.440 1.777  -0.115
H22 -2.275 1.699 -4.017  0.178
H23 -1.133 3.081 1.617  0.071
F14 0.490 0.839 2.601  -0.065
H24 -1.770 -2.552 -0.614  0.129
H25 0.036 -2.542 -1.730  0.120
O3 -3.402 -1.361 -1.033  -0.166
O4 -0.758 5.294 -3.242  0.040
C20 -6.888 -1.729 2.231  -0.091
F15 8.663 0.601 0.697  0.085
C21 -2.617 6.528 -4.197  -0.280
C22 -1.320 5.749 -4.429  -0.529
H26 -0.940 1.011 1.156  0.123
C23 5.385 -0.410 2.260  -0.036
C24 6.750 -3.610 2.542  -0.278
C25 0.169 0.951 1.194  -0.333
C26 -0.071 3.443 1.582  -0.102
H27 1.692 -1.913 -1.863  0.128
C27 -2.234 -1.331 1.130  -0.036
H28 1.715 -2.843 2.568  0.109
H29 -8.092 0.091 2.402  0.087
F16 -3.162 6.908 -5.381  0.088
H30 -5.479 -0.029 -1.151  0.109
C28 -6.891 0.210 0.574  -0.076
F17 -3.539 5.776 -3.562  0.096
H31 1.833 2.452 0.877  0.114
H32 -1.371 -0.511 -2.216  0.133
H33 0.318 3.505 2.625  0.065
H34 4.806 -0.392 1.335  0.147
O5 0.300 -3.150 1.001  -0.192
O6 0.664 0.595 -3.048  -0.056
C29 -1.917 3.176 -2.464  -0.420
H35 6.662 -3.964 3.572  0.174
H36 -2.838 -0.408 1.340  0.096
H37 1.766 -0.120 0.619  0.117

The calculation puts the gap between HOMO and LUMO at 7.39 eV. Its net charge is -1. The HOMO energy is -5.0 eV.



# 3
Density functional theory data (ωB97M-V/def2-TZVPD) for C29H37MnN6SSb as an isolated structure.

Each line ends with the Löwdin spin population.
Atoms and positions in Å:
C1 -0.539 -0.824 -4.322  0.000
C2 -3.599 1.181 4.703  0.001
C3 0.403 -1.844 -2.355  0.001
H1 -0.378 3.884 -1.840  0.000
H2 -2.400 -1.720 3.922  0.001
N1 -2.613 0.182 2.961  0.037
H3 -0.089 1.251 -4.621  0.000
C4 -4.286 0.130 -0.935  0.005
C5 3.449 -2.150 -0.390  0.003
H4 -0.782 -2.893 -3.802  0.000
C6 3.053 1.132 0.216  0.001
C7 0.975 -0.619 -2.005  0.003
H5 -1.120 -0.906 -5.231  0.000
H6 -4.079 1.845 5.399  0.000
C8 4.313 2.355 1.851  0.000
Sb1 2.045 -0.633 -0.212  0.014
H7 6.037 -2.995 -2.397  0.000
C9 -2.727 -0.694 3.942  0.013
C10 -3.687 -2.545 0.408  0.005
C11 5.325 -3.048 -1.584  0.000
C12 3.561 1.239 1.509  0.001
C13 4.552 3.349 0.911  0.000
H8 4.324 -1.244 -2.156  0.000
C14 0.078 2.278 2.087  0.006
C15 -0.354 -1.941 -3.515  0.000
C16 -4.121 -2.412 -1.042  0.001
H9 4.522 -4.998 1.072  0.000
H10 -4.269 -1.885 1.055  0.001
N2 0.276 3.958 0.730  0.003
H11 2.787 -3.254 1.337  0.001
N3 -0.578 1.952 0.902  0.036
C17 -0.962 3.154 -1.281  0.001
C18 0.038 0.389 -3.978  0.000
C19 3.293 2.125 -0.731  0.000
C20 4.358 -2.063 -1.445  0.001
H12 3.377 0.468 2.248  0.000
N4 -3.320 -0.132 5.004  0.005
H13 1.248 1.447 -2.567  0.000
H14 -1.998 3.502 -1.281  0.000
H15 -0.903 2.205 -1.812  0.000
H16 -2.635 1.330 -1.000  0.003
H17 -3.878 -3.567 0.739  0.001
H18 -4.833 0.792 -1.608  0.001
H19 0.147 1.586 2.910  0.001
H20 4.718 2.444 2.850  0.000
H21 0.570 -2.727 -1.747  0.000
C21 0.610 3.517 1.991  0.001
N5 -2.257 -2.190 0.577  0.040
H22 -3.577 1.638 0.270  0.002
C22 -3.744 -1.082 -1.692  0.002
C23 -0.439 3.002 0.108  0.008
H23 1.192 4.107 2.676  0.000
H24 -3.516 -0.594 5.878  0.000
H25 2.923 2.037 -1.744  0.000
H26 -3.175 2.263 2.843  0.000
C24 4.471 -4.177 0.370  0.000
C25 3.497 -3.198 0.520  0.001
N6 -3.180 0.876 -0.275  0.039
Mn1 -1.593 -0.059 1.085  4.694
H27 6.135 -4.866 -0.789  0.000
H28 -1.881 -2.668 1.391  0.003
C26 5.378 -4.100 -0.678  0.000
H29 -3.691 -3.230 -1.628  0.000
H30 -1.709 -2.560 -0.196  0.003
H31 4.248 4.008 -1.108  0.000
S1 0.595 -1.174 1.463  0.050
H32 -2.654 -0.993 -1.755  0.001
C27 -3.154 1.365 3.436  0.007
C28 0.797 0.496 -2.818  0.001
H33 -4.984 -0.173 -0.155  0.000
H34 -5.205 -2.547 -1.079  0.000
C29 4.046 3.237 -0.376  0.000
H35 5.147 4.212 1.180  0.000
H36 -4.103 -1.080 -2.721  0.000
H37 0.525 4.849 0.331  0.000

The calculation puts the gap between HOMO and LUMO (alpha / beta) at 9.15 / 9.44 eV. Its net charge is +2. The HOMO energy (alpha / beta) is -13.6 / -13.9 eV. As for the spin multiplicity: 6.



Number 1: calculated total energy -548859.1488 eV. Number 2: calculated total energy -90645.5242 eV. Number 3: calculated total energy -88297.4688 eV.